Entry 1:
Here is one molecule with the formula C20H31N5O4 from the OMol25 dataset. Energies are from wB97M-V/def2-TZVPD.

Properties
* frontier orbital gap: 9.030 eV
* LUMO: 0.4 eV
* E_HOMO: -8.67 eV
* SMILES string: CC(C)Cn1[nH]c(CC(=O)N2CC(CN(C)C(=O)CC(=O)NC3CC3)C2)cc1=O

CARTESIAN COORDINATES (ANGSTROEM)
H (-0.6610, -3.5636, 0.8549)
C (-4.3162, -3.9092, 3.6991)
H (-1.3203, -5.2635, -0.8839)
C (1.0593, 0.3015, 3.1804)
C (-0.8865, -7.3964, 3.0654)
C (-2.6638, 0.1954, 5.3610)
C (0.7203, -2.1845, 3.7979)
C (0.9459, -3.4352, 3.0787)
H (-2.4777, -8.9667, 3.0027)
H (2.0576, 0.7179, 3.0343)
H (0.2242, -1.8458, -0.7322)
H (-2.2075, 0.8823, 3.2779)
H (-5.7137, -2.5287, 5.9785)
H (-1.0563, -2.8074, -1.4809)
C (-1.4414, 0.8678, 6.0389)
H (-3.5665, 0.8050, 5.3277)
O (-4.7637, -6.0050, 2.7294)
H (-4.7676, -3.3524, 2.8727)
H (0.2734, -2.1193, 4.7735)
C (1.0814, -1.1800, 2.9807)
H (2.2101, -3.6139, -0.0121)
C (0.0401, -3.8600, 0.0668)
C (-2.2070, -8.0155, 3.4384)
H (-5.4324, -0.8025, 5.7339)
C (-1.8591, 0.1771, 4.0351)
H (0.4009, 0.7462, 2.4279)
C (-2.1583, -6.8220, 2.5332)
C (-0.3445, -5.2622, -0.3951)
C (-2.9388, -1.1798, 5.9375)
H (-0.3594, -6.8160, 3.8084)
H (-0.2518, -7.9286, 2.3704)
C (-5.2726, -1.7901, 5.3049)
O (0.6329, -4.5851, 3.3389)
C (-0.0461, -2.8471, -1.0702)
N (-0.7076, 0.6685, 4.7956)
C (-3.3164, -3.0133, 4.3971)
H (-5.1447, -4.1481, 4.3661)
H (-2.5790, -7.8442, 4.4387)
H (0.6305, -3.1279, -1.8823)
H (-1.0120, 0.3387, 6.8915)
C (0.6202, 0.7121, 4.5763)
H (-2.0036, -1.7318, 6.0247)
N (1.5804, -3.0638, 1.8929)
C (-3.8815, -5.2547, 3.1154)
H (-2.4024, -6.9824, 1.4905)
H (1.6606, -4.8978, 1.0621)
H (-1.7223, -0.8131, 3.5977)
O (-2.1056, -3.1653, 4.3064)
N (1.5005, -1.6699, 1.7498)
H (-0.3805, -5.9494, 0.4504)
H (0.3860, -5.6428, -1.1153)
H (2.3751, -1.2741, 1.4188)
H (-1.8874, -4.8754, 3.3703)
N (-3.8421, -1.9848, 5.1267)
N (-2.5723, -5.5531, 3.0539)
H (-3.3613, -1.0784, 6.9420)
C (1.4364, -3.8920, 0.7084)
H (-5.7992, -1.8238, 4.3527)
H (-1.5712, 1.9197, 6.2978)
O (1.4126, 1.0579, 5.4340)

=====

Entry 2:
Here is C10H10F5GdN as an isolated structure in a non-equilibrium geometry from the OMol25 dataset. Energies are from wB97M-V/def2-TZVPD.

Properties
* spin multiplicity: 8
* frontier orbital gap (alpha / beta): 5.962 / 6.144 eV
* LUMO (alpha / beta): 2.9 / 2.9 eV
* E_HOMO (alpha / beta): -3.09 / -3.25 eV
* net charge: -1

CARTESIAN COORDINATES (ANGSTROEM)
H (-1.7406, 1.7574, -1.7961)
F (1.8609, 0.5004, 2.9488)
F (0.2352, -1.7617, 3.2998)
H (0.5271, -3.0913, 0.9303)
H (-1.3711, 2.4688, -0.0722)
C (-1.0278, 1.9606, -0.9935)
H (2.2899, 1.6442, -0.8739)
C (-0.2370, -0.4886, 3.5121)
F (-0.1402, -0.2229, 4.8293)
H (1.8110, 2.5840, -2.9481)
C (0.1393, -2.4707, 0.1170)
N (1.3297, 1.4101, -0.6363)
H (0.3085, -0.9390, -2.8836)
C (-1.2429, -2.2117, -0.1706)
C (0.5202, 0.5207, 2.6410)
F (-1.5822, -0.4852, 3.1789)
C (0.0257, -1.3520, -1.9176)
C (0.3822, 2.0468, -1.4128)
C (-1.3177, -1.5102, -1.4244)
C (0.9220, -1.9333, -0.9601)
H (2.0015, -2.0440, -1.0864)
H (-2.1031, -2.5454, 0.4281)
F (0.0827, 1.8066, 2.9381)
H (-0.0201, 2.9030, -3.2997)
Gd (-0.2049, 0.0371, 0.2218)
H (-2.2261, -1.1824, -1.9320)
C (0.7779, 2.5984, -2.6382)

=====

Entry 3:
Here is a 2-piece molecular cluster, CH4ClP overall in a non-equilibrium geometry from the OMol25 dataset. Energies are from wB97M-V/def2-TZVPD.

Properties
* frontier orbital gap: 10.095 eV
* LUMO: 0.0 eV
* E_HOMO: -10.07 eV
* SMILES string: C=P.Cl

CARTESIAN COORDINATES (ANGSTROEM)
H (3.5096, -0.3012, -0.4308)
Cl (4.6605, 0.0476, 0.0945)
H (-2.6513, 0.3270, 1.2554)
H (-2.6773, -0.6455, -0.0774)
H (-0.2980, -0.0785, -1.2392)
C (-2.0384, 0.0465, 0.3288)
P (-0.5051, 0.6042, 0.0688)

=====

Entry 4:
Here is an isolated ion of composition CH2NO2 and charge -1 in a non-equilibrium geometry from the OMol25 dataset. Energies are from wB97M-V/def2-TZVPD.

Properties
* frontier orbital gap: 8.765 eV
* LUMO: 4.8 eV
* E_HOMO: -3.97 eV
* net charge: -1
* SMILES string: NC(=O)[O-]

CARTESIAN COORDINATES (ANGSTROEM)
O (-0.3046, 1.2317, 0.6327)
C (0.0511, 0.1680, -0.0669)
O (1.0787, -0.0268, -0.8056)
H (-0.1246, -1.8390, -0.0679)
N (-0.7559, -1.1125, 0.1207)
H (-1.0833, -1.0215, 1.0077)

=====

Entry 5:
Here is a 7-piece molecular cluster, C46H97Br2F4N3O12S overall in a non-equilibrium geometry from the OMol25 dataset. Energies are from wB97M-V/def2-TZVPD.

Properties
* frontier orbital gap: 9.645 eV
* LUMO: 0.4 eV
* E_HOMO: -9.27 eV
* SMILES string: [H]/N=C\C[C@@]1(C)[C@](CCN)([C@H](Br)[C@@H](C)Br)[C@](O)(CCOC(=O)CC)[C@](CCCN)(C(F)(F)C(F)F)OS1(=O)=O.CCOCC.CCOCC.CCOCC.CCOCC.CCOCC.CCOCC

CARTESIAN COORDINATES (ANGSTROEM)
H (-5.8420, 7.0823, 3.3192)
O (2.8781, 9.4498, -5.4938)
H (-7.3605, -0.0503, 6.9746)
H (1.6197, -4.8259, 1.1619)
N (-3.6410, 2.3595, 3.6545)
H (-7.4166, 0.1235, 3.7898)
C (-0.2212, 1.2241, -4.7361)
H (-1.1489, -6.0037, -3.3547)
H (-0.9038, 2.2309, 2.1397)
C (8.2235, -2.8253, -3.6929)
H (7.4209, -5.2364, -4.6983)
H (0.6073, -3.1157, 5.8503)
C (2.2771, 3.8251, -5.1696)
H (2.4774, 2.8090, -5.5117)
H (3.2658, -1.5951, 5.8142)
C (-2.0871, -6.0534, -3.9094)
O (-2.2653, -3.6357, -4.3574)
Br (-2.8157, -5.2531, 5.0298)
H (2.2635, 4.4817, -6.0408)
H (7.9600, -2.6373, -5.8275)
H (-2.9333, 8.0437, 3.1712)
C (-1.2655, -1.7261, 4.1966)
H (-1.2474, -2.1856, 5.1867)
N (2.7774, -2.8748, 7.2691)
H (-7.9084, -2.4179, 6.4963)
O (7.0776, -3.6192, -3.4427)
H (-2.6866, -3.6713, 3.1138)
C (-6.7166, -0.6422, 6.3146)
O (1.8905, 0.2851, 4.5930)
C (8.2822, -5.6616, -2.7646)
C (-3.6949, 7.2911, 3.4045)
H (3.1021, 4.1231, -4.5215)
H (-5.1761, 8.0456, 1.9952)
C (4.4327, -3.5858, -0.1823)
H (-3.6968, 1.1714, 1.9443)
H (9.2842, -5.2903, -2.9835)
H (-0.8210, -0.7409, 4.3358)
H (-4.5270, -1.5893, 4.9851)
C (-0.2349, -2.1428, 1.7643)
H (0.7049, -2.3544, -0.1082)
H (-8.3364, -1.4402, 5.0966)
C (2.3976, -4.7378, -1.1577)
H (-3.1379, 5.0036, 1.1168)
C (-0.2442, 2.3483, -5.7557)
S (1.8146, -0.5588, 3.4496)
F (0.8477, -0.5406, -2.0493)
C (0.8686, -2.7753, 0.8776)
H (2.3743, -3.5529, 2.5870)
C (0.1746, -3.2583, -4.3339)
H (-6.2247, 1.4219, 3.8086)
H (-6.8544, -2.4050, 5.0749)
H (0.4568, -4.2499, -4.6904)
H (1.9940, -3.4569, 7.5774)
O (-0.1832, 3.6459, -5.1897)
H (-5.9066, -1.0361, 6.9303)
O (2.7717, -5.8193, -1.4143)
H (-0.4557, 0.8548, -1.4736)
N (-3.5708, -1.9289, 5.0813)
H (2.7618, 6.9624, -6.7744)
H (6.2444, -5.4290, -3.4065)
H (-7.4319, 2.5412, 5.6752)
H (4.1123, 7.8041, -5.2154)
H (9.0965, -3.9103, -5.3683)
H (-3.1483, -5.0281, -5.4766)
H (-1.9741, -6.5703, 2.6393)
H (-1.4782, -3.4608, 1.0482)
H (1.3505, 7.2077, -5.7399)
O (-3.3714, 6.0493, 2.8000)
H (0.1161, -2.5894, -5.1945)
H (-1.0423, 1.3410, -4.0252)
C (-7.5006, -1.7901, 5.7034)
H (-3.6315, 7.0957, 4.4751)
C (-2.7789, -1.5038, 3.9247)
C (2.4049, -3.1746, 3.6008)
C (0.8670, -4.2810, 0.5928)
H (-2.6386, 8.0273, 0.9413)
H (1.8550, -2.4414, 1.1902)
C (1.1599, -2.2307, 5.5213)
H (-1.8065, -5.3450, 1.3595)
H (-0.0919, -4.7514, 0.8036)
C (-2.0718, -4.5213, 3.3641)
H (2.6979, -2.6119, -1.0852)
C (7.2252, -5.0153, -3.6428)
H (-0.3376, 0.2623, -5.2374)
C (-1.4648, 0.2470, 1.4971)
H (-1.6124, 0.6403, 0.4893)
F (0.6587, 1.3918, 0.4369)
F (1.8965, -0.3344, 0.1750)
H (-3.3757, -5.6430, 2.1089)
O (2.9148, -0.7311, 2.5641)
O (1.0894, -4.5356, -0.8057)
H (3.3421, -2.6412, 3.7361)
C (3.2809, -3.5206, -1.2093)
H (-2.9300, -0.4460, 3.7443)
H (-3.2184, -1.4659, 5.9154)
C (-3.3886, 6.0309, 1.3823)
O (0.6155, 0.0746, 2.6350)
H (1.1693, 9.5751, -6.5089)
H (-1.0563, -3.9068, -2.6905)
H (-2.1173, -7.0170, -4.4195)
H (0.9966, 3.2978, -3.5157)
F (-1.0694, -1.0072, -1.1339)
H (-1.3639, -2.2624, -3.2231)
H (2.4137, -4.0302, 4.2721)
H (8.2865, -6.7394, -2.9305)
H (0.5572, 2.2054, -6.4899)
Br (0.5592, -5.5948, 3.2578)
C (-0.2171, -2.5601, 3.3289)
H (7.9014, -1.8066, -3.4752)
H (-1.3907, 6.7822, 1.0594)
C (2.4900, -2.2428, 6.2252)
H (-8.6550, 1.2645, 5.6856)
C (-5.0774, 7.8144, 3.0562)
H (6.0769, 8.7696, -6.3697)
C (1.8427, 7.5383, -6.6559)
H (1.1942, 7.3028, -7.5004)
H (-3.3171, 1.7446, 4.3919)
H (0.9685, -2.9049, -3.6760)
C (0.9655, 3.9306, -4.4114)
H (0.8157, 4.9553, -4.0701)
H (-5.2706, 8.7326, 3.6118)
H (5.1791, 10.2563, -6.7152)
C (1.2267, -2.2447, 3.9682)
H (-1.4129, 1.1906, 3.4630)
C (-1.6187, 1.4578, 2.4275)
C (0.6187, 0.0435, 0.2564)
H (-4.4043, 6.2121, 1.0131)
C (-2.4082, 6.9840, 0.7225)
H (0.7152, 1.1904, -4.1776)
C (-7.9328, 1.7921, 5.0607)
H (4.5292, -4.5879, 0.2394)
C (-2.2116, -4.9314, -4.9269)
H (8.0708, -5.4751, -1.7109)
H (4.5851, 9.3269, -4.4770)
C (-0.6251, -4.0606, 3.6746)
H (5.3812, -3.3417, -0.6614)
H (-3.4045, 3.3135, 3.8994)
C (4.1727, 8.8860, -5.3846)
H (3.6946, -3.5104, -2.2223)
H (-2.2695, -0.4617, 1.6255)
C (2.1094, 9.0325, -6.6082)
H (-3.1298, 2.8390, 1.7023)
C (-1.1410, -3.2680, -3.5746)
O (-1.4934, -2.5096, 1.2154)
H (-2.9113, -6.0137, -3.1950)
H (9.5799, -2.2228, -5.2442)
C (-6.9164, 0.8563, 4.4336)
C (-0.0674, -0.1116, -1.1479)
H (-2.4473, 6.8579, -0.3599)
C (-0.1189, -0.5146, 1.5427)
C (5.0853, 9.1804, -6.5629)
C (-3.0795, 1.9733, 2.3649)
H (4.2759, -2.8803, 0.6373)
H (-1.4007, -4.9999, -5.6617)
H (9.0245, -3.0656, -2.9839)
C (-2.3026, -5.5891, 2.3038)
H (-8.4886, 2.3039, 4.2746)
O (-6.0702, 0.1928, 5.3670)
H (-3.1567, -2.0046, 3.0381)
H (2.5718, 9.3639, -7.5455)
C (8.7423, -2.9098, -5.1180)
H (-1.1850, 2.3324, -6.3055)
H (0.6231, -1.3557, 5.8885)
H (4.7193, 8.7352, -7.4888)
H (-0.5278, -4.1324, 4.7474)